Record 1
31
Properties=species:S:1:pos:R:3 method="wB97M-V/def2-TZVPD" homo_energy_ev=-9.89 total_energy_ha=-1291.88710 charge=0 e_above_lowest_kcal_mol=20.3 e_lumo_ev=-0.24 gap_ev=9.66
Ar 0.872 -0.540 0.219
O -1.225 -0.700 2.985
H -0.937 -1.445 2.457
H -1.278 0.028 2.366
O -0.441 -1.865 -3.174
H 0.036 -1.083 -3.450
H -0.050 -2.577 -3.681
O 1.449 -4.400 -0.623
H 0.938 -5.193 -0.464
H 0.894 -3.689 -0.302
O -0.406 -3.153 2.101
H -1.241 -3.587 2.274
H 0.234 -3.654 2.607
O -0.576 2.489 -2.384
H -1.173 1.807 -2.075
H -1.150 3.162 -2.751
O -2.122 1.250 1.168
H -2.389 0.995 0.285
H -2.770 1.902 1.436
O -1.863 -2.871 -0.958
H -2.093 -3.668 -1.437
H -1.181 -2.461 -1.490
O 1.312 3.055 -0.252
H 0.493 2.808 -0.681
H 1.230 3.997 -0.103
O 0.432 3.630 2.610
H 1.037 4.373 2.617
H 0.712 3.099 1.865
O 3.986 2.713 -0.081
H 3.030 2.680 -0.101
H 4.239 2.898 -0.985

Record 2
35
Properties=species:S:1:pos:R:3 method="wB97M-V/def2-TZVPD" homo_energy_ev=-9.91 total_energy_ha=-1371.22928 charge=0 e_above_lowest_kcal_mol=3.6 e_lumo_ev=-0.66 gap_ev=9.25
He -0.900 -3.597 0.050
Ar -0.876 -0.351 -0.276
O 0.168 3.372 -0.734
H 0.044 4.291 -0.968
H 0.713 3.397 0.053
O 2.034 -2.654 0.284
H 1.817 -3.230 -0.449
H 1.469 -2.950 0.997
O 0.485 -0.102 -4.040
H 0.918 -0.352 -3.223
H 1.119 0.459 -4.486
O -2.691 -0.015 2.684
H -3.314 -0.516 2.158
H -1.932 -0.591 2.771
O 2.147 -0.462 -1.746
H 2.651 0.303 -1.470
H 1.843 -0.859 -0.930
O -0.439 -1.682 2.964
H -0.452 -2.565 2.594
H 0.399 -1.316 2.682
O -3.056 2.440 0.723
H -2.610 3.134 1.208
H -2.861 1.641 1.213
O -0.944 2.397 -3.118
H -0.465 2.765 -2.376
H -0.548 1.536 -3.256
O 3.172 1.055 0.250
H 2.698 0.475 0.846
H 3.578 1.707 0.822
O 1.801 -0.084 2.315
H 1.527 0.771 2.645
H 2.410 -0.413 2.975
O -3.425 -2.905 -1.339
H -2.622 -2.385 -1.319
H -3.856 -2.714 -0.506

Record 3
37
Properties=species:S:1:pos:R:3 method="wB97M-V/def2-TZVPD" homo_energy_ev=-10.18 total_energy_ha=-1444.80551 charge=0 e_above_lowest_kcal_mol=15.9 e_lumo_ev=-0.24 gap_ev=9.94
Ar -9.732 -4.066 6.675
O -5.850 -3.125 4.841
H -5.184 -2.443 4.927
H -6.611 -2.777 5.306
O -11.288 -7.255 6.546
H -10.983 -8.151 6.406
H -10.926 -6.760 5.811
O -11.283 -5.981 3.846
H -11.368 -6.625 3.144
H -10.404 -5.619 3.735
O -11.122 -0.624 7.821
H -11.627 -1.435 7.767
H -10.309 -0.876 8.258
O -8.331 -1.332 8.750
H -7.884 -0.877 9.464
H -8.407 -2.237 9.052
O -12.955 -3.225 5.363
H -13.213 -2.557 5.997
H -13.554 -3.954 5.524
O -7.912 -1.562 5.830
H -7.947 -1.738 6.770
H -8.812 -1.688 5.529
O -8.187 -3.879 10.006
H -8.062 -3.987 10.949
H -8.628 -4.682 9.729
O -10.720 -1.285 4.778
H -11.322 -1.993 5.004
H -11.136 -0.496 5.125
O -8.979 -6.371 9.271
H -8.806 -6.523 8.342
H -9.927 -6.246 9.321
O -12.720 -3.122 8.944
H -13.594 -3.437 8.715
H -12.820 -2.755 9.823
O -11.592 -6.012 9.069
H -12.058 -5.190 8.915
H -11.528 -6.417 8.204

Record 4
40
Properties=species:S:1:pos:R:3 method="wB97M-V/def2-TZVPD" homo_energy_ev=-10.75 total_energy_ha=-1521.20536 charge=0 e_above_lowest_kcal_mol=32.6 e_lumo_ev=-0.31 gap_ev=10.44
Ar 0.534 -16.114 6.757
O 3.790 -15.183 9.391
H 4.371 -14.492 9.710
H 3.506 -14.879 8.529
O 2.710 -13.923 7.223
H 2.796 -13.133 6.688
H 1.876 -13.814 7.680
O -1.739 -13.502 8.899
H -1.889 -13.968 9.722
H -0.787 -13.459 8.817
O 4.341 -15.640 5.662
H 4.360 -16.480 5.204
H 3.636 -15.732 6.303
O -1.434 -19.251 5.230
H -1.605 -18.361 4.924
H -0.510 -19.244 5.483
O -0.829 -17.263 10.846
H -1.072 -17.660 10.009
H -0.005 -16.809 10.666
O -0.496 -12.320 6.002
H -0.050 -12.699 5.245
H -1.208 -12.932 6.192
O -0.543 -19.232 8.320
H -0.959 -20.026 8.658
H -1.269 -18.702 7.991
O -2.795 -17.523 8.705
H -2.758 -16.811 8.065
H -3.730 -17.684 8.831
O 0.858 -16.054 3.014
H 1.367 -15.322 3.362
H 0.143 -15.640 2.529
O 2.688 -18.740 9.620
H 1.975 -18.220 9.249
H 2.409 -18.926 10.516
O -2.825 -15.791 6.317
H -3.153 -15.992 5.441
H -3.192 -14.930 6.520
O 0.940 -12.978 9.185
H 1.232 -13.292 10.041
H 1.261 -12.078 9.137

Record 5
29
Properties=species:S:1:pos:R:3 method="wB97M-V/def2-TZVPD" homo_energy_ev=-5.26 total_energy_ha=-11364.71003 charge=-3 e_above_lowest_kcal_mol=0.0 e_lumo_ev=6.28 gap_ev=11.54
Rb -0.030 0.447 -0.116
As -2.289 1.241 2.875
F -1.393 -0.144 2.364
F -1.683 2.093 1.475
F -3.157 2.672 3.379
F -2.812 0.369 4.289
F -0.927 1.827 3.775
F -3.701 0.728 2.045
As 3.469 0.266 2.225
F 2.945 1.908 2.176
F 3.100 0.189 3.907
F 3.980 -1.392 2.277
F 3.884 0.351 0.540
F 5.087 0.782 2.616
F 1.858 -0.233 1.789
As 0.080 1.587 -4.376
F -1.446 1.851 -3.598
F 0.593 3.170 -3.886
F 1.609 1.310 -5.145
F -0.449 0.022 -4.877
F -0.517 2.282 -5.859
F 0.726 0.955 -2.879
As -1.282 -3.186 -0.715
F -0.383 -3.944 -1.988
F -2.669 -4.146 -1.144
F -2.198 -2.484 0.569
F 0.097 -2.187 -0.299
F -1.779 -1.920 -1.790
F -0.716 -4.414 0.374

Record 6
13
Properties=species:S:1:pos:R:3 method="wB97M-V/def2-TZVPD" homo_energy_ev=-15.54 total_energy_ha=-3431.32603 charge=+1 e_lumo_ev=-13.73 gap_ev=1.81
Tl 1.811 3.963 0.136
As 1.521 -2.437 2.097
F 0.348 -3.624 2.756
F 2.351 -2.314 3.618
F 2.747 -1.355 1.350
F 0.672 -2.511 0.544
F 0.584 -0.888 2.401
F 2.426 -3.936 1.586
B -2.508 2.654 -2.931
F -1.899 3.788 -3.260
F -2.949 2.706 -1.638
F -3.522 2.302 -3.759
F -1.581 1.652 -2.901